No. 1
A cluster of 2 separate species, CH5BrP2 in total in a non-equilibrium geometry, computed with ωB97M-V/def2-TZVPD.

Computed properties:
Max |F| in Eh/bohr: 0.048
Relative energy (zero: lowest compared OMol25 entry of this formula, charge and spin) in eV: 4.0840
Total charge: 0

Last column: Mulliken charge in e.
Element x y z (Å)
C -2.153 -0.930 0.164  -0.334
P 2.739 1.038 -0.152  -0.111
P -0.512 -0.379 -0.300  -0.014
Br -3.448 0.501 -0.107  -0.128
H -2.221 -1.634 1.095  0.330
H 3.033 2.364 0.335  0.054
H 3.273 0.523 1.128  0.056
H 0.105 -1.578 -0.626  0.078
H -0.817 0.096 -1.536  0.069

---

No. 2
A cluster of 3 separate species, C15H36Cl2P in total, computed with ωB97M-V/def2-TZVPD.

Computed properties:
Max |F| in Eh/bohr: 0.019
E_tot in Ha: -1854.75995
Total charge: -1

Last column: Mulliken charge in e.
Element x y z (Å)
C -3.017 -1.001 -0.592  -1.021
C -2.318 -1.164 -1.911  0.398
Cl -2.097 -2.861 -2.393  -0.253
C -1.897 -0.131 -2.645  -0.216
P -2.119 1.776 -2.198  0.025
Cl -1.081 -0.419 -4.169  -0.246
H -2.931 -1.893 0.015  0.447
H -4.053 -0.719 -0.743  0.404
H -2.541 -0.174 -0.069  -0.077
H -2.864 1.934 -3.468  0.008
H -0.890 2.088 -2.928  -0.080
H -1.364 1.549 -0.944  -0.355
H -3.392 1.496 -1.524  -0.091
H -2.286 3.209 -1.876  0.090
C -3.074 0.387 3.860  -1.120
C -3.229 1.884 3.608  -0.435
C -2.538 2.357 2.330  -0.481
C -1.023 2.160 2.300  -0.524
C -0.263 2.837 3.440  -0.573
C -0.414 4.356 3.451  -1.213
H -2.028 0.107 3.992  0.286
H -3.611 0.086 4.762  0.381
H -3.473 -0.189 3.023  0.224
H -2.854 2.442 4.472  0.255
H -4.294 2.121 3.532  0.369
H -2.772 3.413 2.170  0.313
H -2.966 1.826 1.474  0.217
H -0.649 2.535 1.344  0.355
H -0.793 1.091 2.307  0.321
H 0.798 2.588 3.344  0.372
H -0.584 2.432 4.405  0.273
H -0.067 4.785 2.510  0.296
H 0.172 4.800 4.259  0.380
H -1.452 4.656 3.596  0.288
C 1.360 -3.103 -3.143  -1.102
C 1.838 -2.237 -1.983  -0.071
C 3.099 -1.435 -2.296  -0.774
C 4.335 -2.277 -2.620  -0.750
C 4.743 -3.266 -1.529  -0.342
C 5.118 -2.596 -0.211  -1.204
H 2.096 -3.864 -3.420  0.390
H 0.437 -3.611 -2.872  0.201
H 1.156 -2.487 -4.018  0.220
H 1.995 -2.861 -1.097  0.233
H 1.041 -1.535 -1.724  0.210
H 3.318 -0.773 -1.453  0.310
H 2.894 -0.778 -3.146  0.390
H 5.176 -1.602 -2.817  0.392
H 4.167 -2.827 -3.550  0.304
H 5.599 -3.846 -1.887  0.371
H 3.938 -3.986 -1.357  0.249
H 5.943 -1.895 -0.352  0.290
H 5.431 -3.338 0.527  0.375
H 4.277 -2.046 0.213  0.292

---

No. 3
A structure of composition C16H24N3NaO4S2, computed with ωB97M-V/def2-TZVPD.

Computed properties:
Max |F| in Eh/bohr: 0.015
E_tot in Ha: -2047.94173
Total charge: 0

Last column: Mulliken charge in e.
Element x y z (Å)
Na -0.516 0.204 0.274  0.646
C -0.656 0.163 -2.833  -0.696
C -0.838 -1.239 -2.282  -0.414
O -1.992 -1.193 -1.454  -0.367
C -2.104 -2.166 -0.413  -0.425
C -2.961 -1.553 0.678  -0.764
O -2.219 -0.495 1.266  -0.166
C -2.927 0.587 1.854  -0.567
C -2.145 1.870 1.597  -0.596
O -2.018 1.992 0.178  -0.368
C -0.985 2.824 -0.342  -0.691
C -0.786 2.364 -1.780  -0.733
O -0.397 1.003 -1.721  -0.023
H -1.577 0.479 -3.332  0.452
H 0.170 0.196 -3.549  0.305
H 0.048 -1.525 -1.700  0.154
H -0.956 -1.957 -3.100  0.475
H -1.117 -2.423 -0.009  0.176
H -2.574 -3.084 -0.779  0.427
H -3.211 -2.312 1.423  0.344
H -3.877 -1.163 0.222  0.480
H -3.036 0.434 2.930  0.333
H -3.917 0.672 1.396  0.406
H -1.157 1.807 2.073  0.292
H -2.678 2.722 2.026  0.435
H -0.048 2.687 0.216  0.381
H -1.263 3.881 -0.306  0.438
H -0.025 2.972 -2.280  0.346
H -1.734 2.459 -2.319  0.542
C 0.069 -3.488 4.577  -0.893
S -0.316 -3.418 2.820  -0.057
C 0.510 -1.902 2.333  0.372
S 0.469 -0.521 3.318  -0.438
N 1.065 -2.050 1.154  -1.186
N 1.439 -0.873 0.540  0.668
C 2.516 -0.916 -0.127  -1.083
C 3.028 0.282 -0.840  1.148
C 4.182 0.155 -1.606  -0.830
C 4.688 1.264 -2.261  -0.279
C 4.030 2.473 -2.123  -0.842
C 2.895 2.508 -1.324  -0.053
N 2.392 1.450 -0.696  -0.136
H -0.522 -4.301 4.998  0.348
H -0.204 -2.547 5.049  0.261
H 1.127 -3.692 4.725  0.284
H 3.112 -1.828 -0.155  0.285
H 4.675 -0.807 -1.674  0.362
H 5.585 1.187 -2.862  0.415
H 4.383 3.370 -2.613  0.379
H 2.371 3.447 -1.171  0.451

---

No. 4
A cluster of 2 separate species, CNO2S2 in total in a non-equilibrium geometry, computed with ωB97M-V/def2-TZVPD.

Computed properties:
Max |F| in Eh/bohr: 0.072
Relative energy (zero: lowest compared OMol25 entry of this formula, charge and spin) in eV: 3.4717
Total charge: -1

Last column: Mulliken charge in e.
Element x y z (Å)
C 0.392 -1.055 1.617  -0.327
N 0.896 -1.809 2.333  -0.482
O -0.175 2.511 -0.618  -0.407
O 0.495 0.696 -2.141  -0.396
S -2.334 0.764 -1.472  -0.220
S -0.409 1.148 -1.089  0.832